Arrangement 1

DFT (wB97M-V/def2-TZVPD) results for the molecule C6H10O.

Values from the calculation:
**SMILES**: C1=CCOCCC1
**HOMO energy**: -9.29 eV
**Net charge**: 0

Last column: Löwdin charge in e.
Positions of all 17 atoms, in Å:
C 0.41298 1.63912 -0.18198  -0.09
C 1.45403 0.90975 0.21323  -0.09
C 1.52683 -0.60188 0.20463  -0.22
O 0.64382 -1.22562 -0.70025  -0.15
C -0.64582 -1.49454 -0.19693  -0.24
C -1.30782 -0.24078 0.32468  -0.19
C -0.93117 0.99504 -0.55282  -0.17
H 0.53075 2.73204 -0.16902  0.10
H 2.34974 1.41005 0.58005  0.10
H 1.39589 -1.00390 1.22486  0.13
H 2.53310 -0.89317 -0.11688  0.12
H -0.61459 -2.28792 0.56482  0.12
H -1.21240 -1.87049 -1.05609  0.13
H -1.02129 -0.02641 1.36921  0.12
H -2.40425 -0.43435 0.39890  0.12
H -0.93543 0.80156 -1.65210  0.13
H -1.77437 1.59152 -0.25432  0.09



Arrangement 2

DFT (wB97M-V/def2-TZVPD) results for a structure of composition C6H10O.

Values from the calculation:
**HOMO energy**: -9.38 eV
**Net charge**: 0

Last column: Löwdin charge in e.
Positions of all 17 atoms, in Å:
C -0.96285 0.61921 -1.37876  -0.07
C -0.29249 1.47262 -0.63845  -0.09
C -0.44036 -0.54633 -0.59552  -0.29
C 0.40388 0.52305 0.29795  -0.22
C 0.52890 -1.44302 -1.45318  -0.06
C -0.04682 0.47145 1.71644  -0.22
O 0.77157 1.26459 2.60121  -0.07
H -1.51080 0.74799 -2.37689  0.13
H -0.35195 2.61561 -0.64479  0.13
H -1.16267 -1.21131 -0.17929  0.12
H 1.39200 0.46709 0.12329  0.10
H 1.30865 -0.79412 -1.81979  0.07
H -0.15911 -1.85139 -2.28234  0.10
H 1.08897 -2.25122 -1.12704  0.03
H 0.01819 -0.57638 1.92901  0.11
H -1.02753 0.96724 1.77336  0.14
H 0.20181 1.61310 3.28865  0.07



Stability check: which of them is least stable? arrangement 2.



Arrangement 1

DFT (wB97M-V/def2-TZVPD) results for the molecule C6H10O.

Values from the calculation:
**SMILES**: C=C(C)/C=C/CO
**HOMO energy**: -8.93 eV
**Net charge**: 0

Last column: Löwdin charge in e.
Positions of all 17 atoms, in Å:
C -1.47060 0.09466 -1.93028  0.03
C -1.10891 -0.44824 -0.77457  -0.38
C -1.31076 -1.93057 -0.37993  -0.05
C -0.54652 0.36281 0.37965  -0.07
C 0.78815 0.55658 0.25638  -0.07
C 1.61978 1.20029 1.32666  -0.27
O 3.00913 1.09319 1.03517  -0.06
H -2.02907 -0.51017 -2.64006  0.06
H -1.43026 1.15584 -2.14352  0.06
H -2.03317 -2.39635 -1.05556  0.07
H -0.33924 -2.33993 -0.63689  0.08
H -1.64839 -2.01012 0.64682  0.07
H -0.90534 0.04986 1.35948  0.11
H 1.30854 0.41921 -0.67640  0.11
H 1.27450 2.17645 1.63482  0.12
H 1.41688 0.61441 2.25343  0.12
H 3.40528 1.91207 1.34480  0.08



Arrangement 2

DFT (wB97M-V/def2-TZVPD) results for a cluster of 2 separate species, C6H10O in total.

Values from the calculation:
**HOMO energy (alpha / beta)**: -9.12 / -9.07 eV
**Net charge**: 0

Last column: Löwdin charge in e.
Positions of all 17 atoms, in Å:
C 2.74909 0.76353 0.46970  0.17
C 0.64899 -0.75239 -0.50796  -0.09
C 0.05186 -1.32286 0.53901  -0.08
C -1.35643 -0.81618 0.74283  -0.18
C -1.60351 0.02568 -0.52747  -0.13
C -0.20435 0.35943 -1.07326  -0.37
O 0.28903 1.62299 -0.62195  -0.06
H 2.18326 0.75683 1.43130  -0.06
H 2.61422 1.80779 0.12077  -0.07
H 1.66266 -0.94320 -0.84906  0.09
H 0.51025 -2.06051 1.19248  0.11
H -1.43844 -0.22951 1.66827  0.11
H -2.07454 -1.63754 0.84066  0.11
H -2.14029 -0.57959 -1.26535  0.12
H -2.18986 0.93301 -0.35520  0.11
H -0.17899 0.43535 -2.16297  0.14
H 0.22001 1.62567 0.34298  0.08



Stability check: which of them is least stable? arrangement 2.



Arrangement 1

DFT (wB97M-V/def2-TZVPD) results for the molecule C6H10O.

Values from the calculation:
**HOMO energy**: -7.23 eV
**Net charge**: 0

Last column: Löwdin charge in e.
Positions of all 17 atoms, in Å:
C -0.00340 1.72296 0.69002  -0.09
C 0.72133 1.59606 -0.55501  -0.13
C -0.71705 -0.62510 -0.71549  -0.09
C 0.99368 -0.78678 0.55466  -0.07
C 0.10092 0.36351 0.04800  -0.48
C -1.78842 -1.35533 0.02521  -0.16
O 2.11064 -0.96022 -0.23462  -0.03
H 0.53922 1.91941 1.68560  0.14
H -0.90895 2.24064 0.55477  0.09
H 0.30281 1.87407 -1.57828  0.14
H 1.83647 1.51040 -0.64136  0.11
H -0.38635 -0.98380 -1.79711  0.15
H 0.83677 -1.54013 1.34455  0.13
H -1.62181 -2.46686 0.18926  0.07
H -2.77402 -1.33976 -0.42634  0.05
H -1.79915 -1.03681 1.15451  0.11
H 2.55732 -0.13226 -0.29837  0.05



Arrangement 2

DFT (wB97M-V/def2-TZVPD) results for a cluster of 2 separate species, C6H10O in total.

Values from the calculation:
**SMILES**: C=C[C@@]12CO[C@@H]1C2.[H][H]
**HOMO energy**: -8.23 eV
**Net charge**: 0

Last column: Löwdin charge in e.
Positions of all 17 atoms, in Å:
C -1.70322 0.74958 0.75006  -0.05
C -1.13745 -0.36495 0.28910  -0.24
C 0.26756 -0.38012 -0.08485  -0.31
C 1.42587 0.56153 0.21935  -0.11
O 2.17584 0.00090 -0.88622  -0.06
C 1.14846 -0.92548 -1.17858  -0.22
C -0.03654 -0.20862 -1.63065  -0.02
H -1.11609 1.65592 0.90613  0.07
H -2.74704 0.77079 1.01466  0.05
H -1.69964 -1.26776 0.07987  0.12
H 1.18728 1.62761 0.12538  0.12
H 2.01775 0.41390 1.13425  0.12
H 1.42046 -1.92850 -1.48007  0.15
H -0.86199 -0.81459 -2.01020  0.12
H -0.03211 0.81801 -1.96850  0.13
H -0.45593 -0.13673 2.38172  0.06
H 0.14679 -0.57148 2.33854  0.07



Stability check: which of them is least stable? arrangement 2.



Arrangement 1

DFT (wB97M-V/def2-TZVPD) results for a cluster of 2 separate species, C6H10O in total.

Values from the calculation:
**SMILES**: CC1=CCC1.C=O
**HOMO energy**: -9.21 eV
**Net charge**: 0

Last column: Löwdin charge in e.
Positions of all 17 atoms, in Å:
C -1.79635 -0.25688 0.85308  -0.05
C -0.66156 -0.30996 -0.11306  -0.34
C 0.30342 -1.20011 -0.38295  -0.07
C 0.82602 -0.44953 -1.58166  -0.16
C -0.22483 0.64121 -1.21337  -0.13
H -1.66907 -0.98955 1.65691  0.08
H -2.73671 -0.48517 0.33811  0.08
H -1.90894 0.73836 1.29892  0.07
H 0.59798 -2.15036 0.05660  0.11
H 0.60225 -0.96101 -2.52349  0.10
H 1.87508 -0.13407 -1.57408  0.10
H -0.96721 0.88060 -1.98164  0.11
H 0.23458 1.57308 -0.85948  0.10
C 1.38239 0.77093 1.50216  -0.17
O 2.26354 1.15931 0.77568  -0.01
H 1.43693 -0.18540 2.05845  0.09
H 0.45708 1.35949 1.67189  0.09



Arrangement 2

DFT (wB97M-V/def2-TZVPD) results for a cluster of 2 separate species, C6H10O in total.

Values from the calculation:
**SMILES**: CC1CC1.C=C=O
**HOMO energy**: -9.39 eV
**Net charge**: 0

Last column: Löwdin charge in e.
Positions of all 17 atoms, in Å:
C 1.10190 -1.41591 0.36101  -0.09
C -0.40260 -1.55341 0.36642  -0.36
C -1.21016 -0.90961 1.45680  -0.13
C -1.26542 -0.36344 0.05650  -0.14
H 1.57616 -2.17250 0.99678  0.07
H 1.39956 -0.42964 0.73835  0.07
H 1.50938 -1.52466 -0.65180  0.07
H -0.77268 -2.51308 0.00900  0.13
H -2.08007 -1.43427 1.84137  0.09
H -0.67342 -0.32849 2.20333  0.10
H -2.17293 -0.51432 -0.52148  0.10
H -0.76478 0.58310 -0.13262  0.07
C 1.13373 2.21279 -1.10050  -0.01
C 0.21355 2.93873 -1.69443  -0.27
O -0.60035 3.58900 -2.21933  0.16
H 1.33185 1.20628 -1.44728  0.06
H 1.67627 2.62941 -0.26211  0.07



Stability check: which of them is least stable? arrangement 1.



Arrangement 1

DFT (wB97M-V/def2-TZVPD) results for the molecule C6H10O.

Values from the calculation:
**HOMO energy**: -8.44 eV
**Net charge**: 0

Last column: Löwdin charge in e.
Positions of all 17 atoms, in Å:
C -1.26800 -0.92302 -1.91821  -0.06
C -0.64329 -0.37370 -0.65651  -0.35
C 0.42380 0.44177 -0.66960  -0.08
C 1.21943 0.96448 0.51337  -0.25
C 1.41828 -0.02425 1.66447  -0.11
C -1.29156 -0.89914 0.56960  -0.05
O -1.93385 0.05912 1.19715  0.02
H -2.32286 -0.63082 -2.00038  0.08
H -1.23776 -2.01790 -1.90822  0.08
H -0.73376 -0.55854 -2.80007  0.08
H 0.81300 0.71519 -1.65258  0.10
H 0.76665 1.88859 0.89922  0.11
H 2.20569 1.25533 0.13411  0.10
H 2.09543 0.39545 2.41732  0.07
H 0.48027 -0.26577 2.17080  0.05
H 1.84499 -0.95788 1.28899  0.08
H -1.83646 0.93110 0.75054  0.12



Arrangement 2

DFT (wB97M-V/def2-TZVPD) results for the molecule C6H10O.

Values from the calculation:
**HOMO energy**: -8.43 eV
**Net charge**: 0

Last column: Löwdin charge in e.
Positions of all 17 atoms, in Å:
C 2.42367 0.07720 0.23217  -0.07
C 0.91981 0.19480 0.12111  -0.35
C 0.08763 -0.83858 0.31435  -0.09
C -1.41540 -0.86749 0.19429  -0.25
C -1.88811 -0.15636 -1.08420  -0.11
C 0.51743 1.57031 -0.28785  -0.05
O 0.00947 2.25018 0.71388  0.03
H 2.79366 0.71129 1.04641  0.08
H 2.91214 0.42665 -0.68151  0.08
H 2.78559 -0.93453 0.44988  0.08
H 0.53669 -1.81711 0.46395  0.10
H -1.90872 -0.47077 1.09953  0.11
H -1.75620 -1.91545 0.20430  0.10
H -2.91547 -0.42393 -1.31871  0.06
H -1.76866 0.93652 -1.02967  0.06
H -1.31065 -0.45478 -1.97294  0.08
H -0.02289 1.71205 1.53500  0.12



Stability check: which of them is least stable? arrangement 2.



Arrangement 1

DFT (wB97M-V/def2-TZVPD) results for the molecule C6H7N3.

Values from the calculation:
**SMILES**: C#C[C@]12NN=C[C@H]1[C@H]2N
**HOMO energy**: -8.78 eV
**Net charge**: 0

Last column: Löwdin charge in e.
Positions of all 16 atoms, in Å:
C -3.21964 -0.23114 -0.04925  0.09
C -1.98845 -0.45932 -0.17018  -0.05
C -0.51959 -0.26240 -0.15161  -0.44
N 0.28170 -1.20708 -1.02816  -0.03
N 1.60312 -1.46179 -0.44970  0.02
C 1.51590 -0.96296 0.76617  -0.15
C 0.27648 -0.13900 1.11366  -0.13
C 0.07680 1.00484 0.10934  -0.27
N 1.13000 1.63997 -0.79337  -0.01
H -4.40080 -0.02895 -0.18546  0.09
H -0.30769 -2.04116 -1.48887  0.17
H 2.68222 -0.83472 1.33083  0.18
H -0.16170 -0.03029 2.12929  0.14
H -0.60755 1.63956 0.57192  0.12
H 1.89974 2.46289 -0.33880  0.17
H 1.73945 0.91154 -1.36581  0.09



Arrangement 2

DFT (wB97M-V/def2-TZVPD) results for the molecule C6H7N3.

Values from the calculation:
**HOMO energy (alpha / beta)**: -8.13 / -8.13 eV
**Net charge**: 0

Last column: Löwdin charge in e.
Positions of all 16 atoms, in Å:
C -0.45603 0.30974 1.40668  -0.27
C 0.43426 -1.61572 0.30026  -0.38
C 0.99365 -2.68839 0.86819  0.06
C -0.79034 -1.04003 1.01535  -0.13
C -0.16541 1.16481 -1.47064  0.01
C -0.16001 2.63468 -1.69931  -0.05
N -0.16612 1.28937 1.94684  0.16
N 0.82687 -0.90591 -0.80038  0.07
N 0.41841 0.26903 -0.95577  -0.02
H 1.80875 -3.08479 0.37746  0.02
H 0.58408 -3.11357 1.87712  0.11
H -1.69037 -0.99812 0.45363  0.11
H -1.06297 -1.41111 1.96083  0.11
H 0.79192 3.15236 -1.77573  0.09
H -0.60708 3.25829 -0.98153  0.06
H -0.75959 2.77938 -2.52301  0.04



Stability check: which of them is least stable? arrangement 1.